A single C3H5NO molecule in a non-equilibrium geometry. Source: OMol25; level of theory: ωB97M-V/def2-TZVPD.

Last column: natural (NBO) charge in e.
CARTESIAN COORDINATES (ANGSTROEM)
N (2.52466, 0.02025, 0.72738)  -0.24
C (1.82505, -0.25964, -0.15410)  0.20
C (0.52765, 0.46175, -0.36865)  -0.47
C (-0.59617, -0.41661, 0.12831)  -0.06
O (-1.77039, 0.33682, -0.04538)  -0.71
H (0.56995, 1.37316, 0.24231)  0.24
H (0.45124, 0.74235, -1.41085)  0.23
H (-0.41658, -0.66905, 1.18825)  0.17
H (-0.59244, -1.35479, -0.44459)  0.16
H (-2.52299, -0.23425, 0.13732)  0.47

Forces on the atoms, in the same order (eV/Å):
N 1.43 -1.48 -0.45
C -0.04 1.92 1.91
C -0.30 -0.06 -0.59
C 0.24 -0.19 -0.11
O -0.46 -0.19 0.01
H -0.03 -0.27 -0.35
H -0.49 -0.07 -0.20
H -0.07 0.10 -0.28
H -0.21 0.10 0.05
H -0.06 0.13 0.01

Summary:
**SMILES**: N#CCCO
**Net charge**: 0
**Energy**: -6727.76272 eV
**Highest occupied orbital energy**: -0.403 hartree
**Orbital gap**: 0.41055 hartree